Record 1
{
  "formula": "C10H11NO2",
  "method": "ωB97M-V/def2-TZVPD",
  "homo_lumo_gap_ev": 7.25,
  "spin_multiplicity": 1,
  "total_charge": 0,
  "smiles": "C=C/C(O)=C1\\C=CC=CC1.N=C=O",
  "e_above_lowest_kcal_mol": 93.1,
  "species": ["H", "C", "H", "O", "C", "C", "H", "H", "C", "H", "H", "H", "H", "C", "O", "C", "C", "H", "H", "C", "C", "H", "C", "N"],
  "coordinates": [[2.265, -0.905, -2.337], [-1.625, -1.882, -0.087], [-3.661, 1.486, 0.120], [-1.295, 0.848, 1.608], [2.455, -0.687, 1.048], [0.486, 0.475, 0.103], [-1.300, 1.723, -1.584], [-3.551, 2.169, -1.519], [-0.834, 0.906, 0.350], [-2.033, 1.418, 1.546], [3.572, -1.748, -0.447], [0.372, 0.161, -2.095], [0.283, -1.826, 0.661], [1.356, 0.225, 1.313], [-2.660, -1.600, -0.464], [2.135, -0.524, -1.361], [2.790, -0.999, -0.181], [3.149, -0.978, 1.901], [0.687, -0.216, 2.073], [-1.772, 1.322, -0.708], [0.983, 0.117, -1.188], [1.796, 1.236, 1.804], [-3.083, 1.561, -0.693], [-0.516, -2.281, 0.138]],
  "nbo_charge": [0.22, 0.86, 0.17, -0.66, -0.20, -0.10, 0.22, 0.21, 0.29, 0.48, 0.21, 0.22, 0.44, -0.49, -0.51, -0.25, -0.22, 0.22, 0.24, -0.26, -0.16, 0.24, -0.36, -0.79]
}

Record 2
{
  "formula": "C22H27N3O7RuSi",
  "method": "ωB97M-V/def2-TZVPD",
  "homo_lumo_gap_ev": [7.79, 5.71],
  "spin_multiplicity": 5,
  "s2": 6.0495,
  "total_charge": 0,
  "species": ["H", "H", "H", "H", "H", "H", "C", "C", "H", "C", "H", "H", "H", "C", "C", "C", "O", "C", "C", "H", "C", "H", "O", "H", "C", "H", "H", "H", "N", "Ru", "H", "H", "H", "C", "H", "C", "C", "C", "C", "H", "C", "Si", "N", "N", "C", "H", "H", "O", "C", "C", "H", "C", "H", "O", "C", "H", "O", "H", "O", "O", "C"],
  "coordinates": [[3.184, 2.802, 2.633], [-5.983, 0.659, -0.407], [-1.817, 1.339, -2.741], [-1.569, 4.775, 0.657], [2.955, 0.537, 4.525], [-3.206, -3.598, 0.998], [-3.271, 3.648, 3.356], [-2.692, -1.281, -0.271], [-3.356, -3.878, -0.731], [0.544, -1.809, 2.191], [-1.422, 5.349, -1.466], [2.413, 1.697, 0.559], [-3.947, 3.999, 4.124], [-2.022, 1.858, 2.355], [-2.779, 4.528, 2.395], [2.106, -0.929, 0.020], [0.680, -3.012, 2.293], [-0.764, 1.595, -2.609], [1.196, 3.587, -1.251], [1.377, 4.345, -2.016], [1.769, -0.895, 2.592], [0.320, 0.320, 3.762], [-0.506, -1.144, 1.864], [-5.952, -1.807, -0.067], [1.232, 0.421, 3.181], [-0.209, 0.690, -2.339], [1.424, 4.027, -0.278], [-0.373, 1.926, -3.573], [-2.679, 0.072, -0.312], [-0.694, 0.266, 0.123], [-2.765, 4.180, -1.425], [1.891, 2.763, -1.427], [3.643, -0.629, 1.450], [2.370, 1.186, 3.876], [-1.830, 4.414, -2.900], [2.590, -0.364, 1.389], [-2.863, 2.315, 3.340], [-3.818, -3.386, 0.123], [-5.042, -1.229, -0.158], [-1.675, 0.828, 2.392], [-1.953, 4.082, 1.392], [-0.589, 2.980, -1.334], [-0.890, 2.228, 0.256], [-3.878, -1.946, -0.104], [-3.816, 0.857, -0.423], [-3.049, 5.575, 2.438], [-4.826, -3.764, 0.273], [2.599, -1.949, -0.400], [-5.061, 0.104, -0.337], [2.342, 1.151, 1.494], [-3.201, 1.638, 4.114], [-1.603, 2.714, 1.298], [1.970, 2.007, 4.472], [-3.748, 2.066, -0.580], [3.172, 1.712, 2.660], [2.356, -1.494, 3.283], [-1.615, -1.874, -0.389], [4.197, 1.348, 2.632], [0.999, 1.214, 2.001], [1.220, -0.178, -0.571], [-1.764, 4.371, -1.811]],
  "mulliken_spin": [0.00, 0.00, 0.00, 0.01, 0.00, 0.00, 0.20, -0.03, 0.00, 0.01, 0.00, 0.01, 0.01, 0.21, -0.07, 0.00, 0.03, 0.05, 0.02, 0.00, -0.01, 0.00, 0.14, 0.00, -0.01, -0.02, 0.00, 0.01, 0.02, 2.85, 0.00, 0.00, 0.00, 0.00, 0.00, 0.01, -0.08, 0.00, 0.00, 0.00, 0.15, -0.03, 0.36, 0.00, -0.01, 0.00, 0.00, 0.02, 0.00, -0.02, 0.00, -0.02, 0.00, 0.02, 0.00, 0.00, 0.03, 0.00, 0.05, 0.07, 0.01]
}

Record 3
{
  "formula": "C26H27KN8S",
  "method": "ωB97M-V/def2-TZVPD",
  "homo_lumo_gap_ev": 6.76,
  "spin_multiplicity": 1,
  "total_charge": 0,
  "species": ["N", "H", "C", "C", "H", "C", "C", "N", "N", "C", "C", "H", "C", "H", "C", "C", "C", "C", "N", "H", "H", "H", "H", "H", "H", "C", "C", "C", "K", "H", "C", "C", "H", "H", "C", "H", "C", "H", "H", "N", "C", "H", "N", "H", "H", "C", "N", "H", "C", "H", "H", "C", "H", "C", "H", "H", "H", "H", "C", "S", "C", "N", "C"],
  "coordinates": [[0.615, -2.356, 0.372], [-3.210, 3.609, -1.886], [1.180, 3.243, 1.024], [-1.076, 4.465, 0.189], [1.296, -4.188, -0.484], [1.381, -1.276, 2.450], [-1.159, 2.968, -1.838], [-1.669, -0.555, 0.739], [-1.079, 1.486, -3.601], [-3.486, -0.928, 2.781], [0.688, 4.257, 1.825], [0.076, -3.281, -1.391], [-2.567, 0.384, 1.020], [-2.072, 4.826, -2.497], [-2.537, -1.886, 2.488], [0.986, -3.180, -0.780], [-0.641, -2.764, 0.996], [0.571, 0.331, 4.517], [-0.729, 1.865, -2.352], [3.678, -3.628, -4.520], [1.217, 4.564, 2.718], [-1.385, -0.970, -5.501], [-1.971, 4.950, -0.194], [-2.525, 1.274, 0.414], [-2.497, -2.803, 3.063], [1.118, -0.900, 4.808], [3.575, -1.607, -3.772], [1.499, -1.715, 3.755], [0.447, 0.190, -0.706], [2.285, -4.538, -2.689], [3.043, -0.839, -2.759], [-0.525, 3.407, -0.532], [-1.175, -3.374, 0.264], [-1.080, 0.698, -5.791], [-0.481, 4.873, 1.368], [1.215, -1.244, 5.835], [0.483, 0.704, 3.177], [2.564, -1.727, 0.739], [0.220, 0.996, 5.294], [0.605, 2.820, -0.094], [-2.264, 3.764, -2.425], [0.042, 1.657, 2.931], [2.315, -1.349, -1.754], [3.231, 0.229, -2.748], [2.097, 2.748, 1.305], [-1.163, 0.189, -3.840], [0.919, -0.046, 2.178], [-2.410, 3.389, -3.437], [1.724, -2.163, 1.288], [4.169, -1.169, -4.568], [-0.464, -3.429, 1.848], [2.009, -2.639, -1.750], [-4.189, 1.040, 2.267], [3.302, -2.967, -3.740], [2.090, -3.116, 1.701], [1.900, -2.703, 3.949], [-0.933, 5.669, 1.948], [-4.206, -1.087, 3.571], [-1.621, -1.671, 1.448], [-1.419, -1.170, -2.777], [-3.481, 0.253, 2.053], [-1.049, -0.091, -5.172], [2.522, -3.488, -2.725]],
  "nbo_charge": [-0.44, 0.22, 0.05, -0.26, 0.18, 0.19, 0.14, -0.44, -0.48, -0.17, -0.29, 0.26, 0.06, 0.21, -0.25, -0.26, -0.25, -0.26, -0.23, 0.22, 0.22, 0.39, 0.22, 0.20, 0.21, -0.18, -0.26, -0.21, 0.87, 0.22, 0.05, 0.19, 0.23, 0.38, -0.16, 0.22, 0.05, 0.23, 0.22, -0.46, -0.69, 0.20, -0.48, 0.20, 0.19, 0.30, -0.44, 0.26, -0.26, 0.22, 0.18, 0.24, 0.22, -0.15, 0.17, 0.21, 0.21, 0.22, 0.23, -0.53, -0.26, -0.81, -0.25]
}

Record 4
{
  "formula": "C7H8N2S",
  "method": "ωB97M-V/def2-TZVPD",
  "homo_lumo_gap_ev": 8.61,
  "spin_multiplicity": 1,
  "total_charge": 0,
  "e_above_lowest_kcal_mol": 97.1,
  "species": ["H", "C", "C", "H", "C", "C", "S", "H", "N", "H", "C", "N", "H", "H", "C", "H", "H", "C"],
  "coordinates": [[-3.306, 2.586, -0.241], [-2.689, 1.903, -0.803], [-0.204, -0.484, 1.148], [-3.024, 0.909, -0.788], [-1.307, 0.116, 0.304], [2.809, 0.866, -0.260], [-1.229, 1.772, 0.295], [-0.335, -2.597, 0.136], [3.351, 1.530, -0.997], [0.949, -2.214, 1.405], [1.766, 0.053, 0.211], [0.956, 0.390, 1.121], [-0.532, -0.602, 2.170], [1.190, -1.185, -1.474], [0.373, -1.818, 0.528], [-2.487, 2.280, -1.860], [2.249, -2.095, -0.455], [1.469, -1.409, -0.440]],
  "nbo_charge": [0.21, -0.74, -0.23, 0.25, -0.25, 0.23, 0.45, 0.24, -0.25, 0.21, 0.16, -0.35, 0.24, 0.22, -0.41, 0.23, 0.23, -0.44]
}

Record 5
{
  "formula": "C7H12N",
  "method": "ωB97M-V/def2-TZVPD",
  "homo_lumo_gap_ev": 8.58,
  "spin_multiplicity": 1,
  "total_charge": 1,
  "smiles": "CC/C=C(\\C)C#[N+]C",
  "e_above_lowest_kcal_mol": 114.8,
  "species": ["C", "H", "H", "C", "C", "N", "H", "H", "C", "H", "H", "H", "C", "H", "H", "C", "H", "C", "H", "H"],
  "coordinates": [[3.328, 0.833, 0.185], [-0.438, -2.264, -0.723], [3.816, -0.174, -0.088], [-3.699, 1.019, -0.276], [0.077, -1.505, -0.084], [-2.974, 0.004, 0.329], [-4.702, 1.083, 0.070], [0.196, 1.223, 1.446], [-1.848, 0.051, 0.619], [3.901, 1.583, -0.394], [0.291, -1.899, 0.888], [-3.837, 0.807, -1.319], [-0.566, -0.189, 0.271], [1.895, 1.829, -0.707], [-3.159, 1.895, -0.232], [1.819, 0.764, -0.290], [3.713, 0.910, 1.205], [0.509, 0.622, 0.593], [1.792, -0.024, -1.035], [0.976, -1.371, -0.680]],
  "nbo_charge": [-0.63, 0.25, 0.22, -0.44, -0.61, -0.21, 0.25, 0.22, 0.63, 0.23, 0.24, 0.25, -0.28, 0.29, 0.22, -0.48, 0.25, 0.13, 0.23, 0.24]
}

Record 6
{
  "formula": "C3H10P2",
  "method": "ωB97M-V/def2-TZVPD",
  "homo_lumo_gap_ev": 9.14,
  "spin_multiplicity": 1,
  "total_charge": 0,
  "smiles": "CCP(C)#[PH2]",
  "e_above_lowest_kcal_mol": 1.8,
  "species": ["H", "H", "H", "H", "H", "P", "H", "C", "C", "C", "H", "H", "P", "H", "H"],
  "coordinates": [[-2.457, 0.369, -0.727], [1.736, 1.463, -1.212], [0.203, -1.321, 2.692], [2.051, -0.043, -2.072], [-1.159, -0.128, 2.098], [-1.593, 1.310, -0.484], [0.768, 1.068, -2.636], [0.490, -0.780, 0.728], [1.261, 0.625, -1.774], [-0.513, -0.951, 1.865], [0.877, -1.760, 0.520], [-1.773, 1.605, -1.808], [-0.171, -0.261, -0.968], [1.298, 0.088, 0.965], [-1.284, -1.680, 1.520]],
  "nbo_charge": [-0.02, 0.22, 0.22, 0.23, 0.22, 0.00, 0.23, -0.68, -0.92, -0.63, 0.22, -0.01, 0.50, 0.21, 0.21]
}